1.
This record from OMol25 describes a structure of composition C34H28BrF6IN4O5OsS3Se. The level of theory is ωB97M-V/def2-TZVPD.

```
84
Properties=species:S:1:pos:R:3:forces:R:3:mulliken_charge:R:1
Os 0.48279 1.44992 -0.40126 -0.15 -0.14 -0.20 1.52
Br 2.80378 1.42313 -1.39710 0.05 -0.02 -0.12 0.03
C 2.94868 3.32659 -1.47876 -0.01 0.02 0.03 1.38
C 4.14221 3.93452 -1.74826 0.02 -0.02 -0.01 -0.88
C 4.17408 5.33867 -1.77631 0.04 -0.01 -0.01 -0.77
C 3.02883 6.06143 -1.56469 -0.03 0.03 0.00 -0.99
C 1.79865 5.41328 -1.32043 0.02 -0.01 0.00 0.97
C 0.58746 6.13068 -1.17742 -0.05 0.06 0.00 -0.68
C -0.62054 5.48294 -1.02270 0.01 0.04 -0.02 -1.06
C -0.66309 4.09577 -0.96125 0.06 -0.04 0.02 0.17
C 0.51376 3.32838 -0.95811 0.25 0.21 -0.02 -0.55
C 1.75241 4.00180 -1.24794 -0.04 0.03 0.00 -0.09
H 5.04168 3.36074 -1.92725 -0.01 0.00 0.00 0.49
H 5.11180 5.84008 -1.97126 -0.01 0.00 0.00 0.44
H 3.05508 7.14344 -1.59138 0.00 -0.01 0.00 0.48
H 0.61686 7.21271 -1.23006 0.01 -0.01 0.00 0.47
H -1.53633 6.05354 -0.94970 0.01 0.00 0.00 0.51
H -1.61944 3.60045 -0.85069 0.00 0.00 0.02 0.53
I -2.66809 -0.01222 -0.39432 -0.23 -0.14 -0.08 0.27
C -1.87448 0.65036 -2.20762 0.27 0.12 -0.04 -0.22
C -2.51303 0.38695 -3.41581 -0.12 -0.05 0.14 -0.52
C -1.93601 0.77198 -4.60567 0.04 0.04 -0.05 -0.45
C -0.71497 1.43541 -4.57206 -0.01 0.00 -0.01 -1.03
C -0.12941 1.67337 -3.35386 -0.03 0.00 0.01 -0.03
N -0.68146 1.28481 -2.18110 -0.06 0.02 0.06 0.47
H -3.46559 -0.12316 -3.39431 0.00 0.00 -0.01 0.57
H -2.42864 0.56739 -5.54712 0.00 0.00 0.01 0.46
H -0.22408 1.77118 -5.47413 0.00 0.00 0.01 0.52
H 0.81167 2.20001 -3.29225 -0.01 -0.01 0.01 0.45
F -1.53048 4.13791 4.11640 -0.02 0.01 0.05 -0.17
C -1.92329 3.43648 3.07687 0.03 -0.17 -0.01 0.47
F -2.70985 2.45049 3.43696 -0.03 0.00 0.00 -0.17
F -2.52806 4.21703 2.19247 -0.01 0.02 0.00 -0.17
S -0.40645 2.78758 2.23349 -0.13 -0.01 -0.33 1.03
O -0.97057 2.09872 1.01804 -0.03 0.24 0.20 -0.88
O 0.45589 3.89043 1.94469 -0.09 0.09 0.07 -0.64
N 0.15040 1.72388 3.23062 0.17 -0.04 0.12 -0.54
S 1.45254 0.98191 2.78206 0.07 -0.04 -0.29 1.02
O 1.68815 -0.23941 3.45255 -0.11 -0.03 0.14 -0.51
O 1.53430 0.88501 1.28515 0.18 0.19 0.27 -0.45
C 2.90752 2.11447 3.15828 -0.04 -0.01 0.04 0.51
F 3.92598 1.36339 3.52661 0.01 0.01 -0.02 -0.18
F 3.23352 2.80104 2.06760 -0.02 0.00 -0.01 -0.15
F 2.57106 2.94493 4.12424 0.02 -0.04 0.01 -0.19
O 0.49640 -0.59921 -0.74978 -0.04 -0.26 -0.12 0.12
S 1.27835 -1.46994 -1.77091 -0.08 0.09 0.09 -0.22
C 2.27465 -2.49607 -0.74419 0.03 -0.05 0.00 0.97
C 1.78419 -3.02709 0.44399 0.00 0.03 0.05 0.00
C 2.63651 -3.78638 1.22325 0.00 0.00 -0.01 -0.74
C 3.94853 -4.01112 0.81386 0.00 0.00 0.01 -0.56
C 4.42381 -3.47128 -0.37106 -0.01 -0.01 0.00 -0.76
C 3.58397 -2.69651 -1.15953 0.00 -0.05 -0.03 -0.62
C 0.02110 -2.50555 -2.44789 0.04 -0.06 -0.03 0.89
C -1.03147 -2.97376 -1.67020 -0.01 -0.03 -0.01 -0.36
C -1.99443 -3.76076 -2.27779 0.01 0.00 0.02 -0.82
C -1.89439 -4.07624 -3.62938 0.00 0.00 0.00 -0.56
C -0.83660 -3.60098 -4.39072 0.00 0.00 0.00 -0.78
C 0.13085 -2.80030 -3.80045 0.01 0.00 0.00 -0.54
H 0.77157 -2.82627 0.76897 -0.01 0.02 -0.01 0.32
H 2.28206 -4.20320 2.15619 0.01 0.00 0.00 0.46
H 4.60546 -4.60882 1.43143 0.00 0.00 0.00 0.44
H 5.44490 -3.64651 -0.68035 0.00 0.00 0.00 0.44
H 3.94013 -2.26634 -2.08806 0.01 0.01 0.01 0.42
H -1.11372 -2.70662 -0.62526 0.03 -0.02 0.00 0.45
H -2.82594 -4.13350 -1.69474 0.00 0.00 0.00 0.49
H -2.64987 -4.69833 -4.09078 0.00 0.00 0.00 0.45
H -0.76434 -3.84930 -5.44071 0.00 0.00 0.00 0.46
H 0.95890 -2.41451 -4.38312 -0.01 0.00 0.00 0.46
C -5.18053 -2.88009 2.22335 -0.02 0.02 -0.03 -0.83
N -4.02460 -3.35418 2.96239 0.03 -0.01 0.01 0.24
C -3.89330 -4.60054 3.54806 -0.06 0.02 -0.03 -0.44
C -2.69938 -4.62249 4.17051 0.07 0.06 0.02 -0.37
N -2.10765 -3.39097 3.95486 -0.05 0.02 -0.03 0.23
C -0.83574 -2.94410 4.49537 0.05 -0.01 0.03 -0.82
C -2.92532 -2.61433 3.21293 -0.01 -0.09 0.08 -0.19
Se -2.59385 -0.86726 2.71807 0.03 0.04 0.00 -0.38
H -6.01663 -3.54489 2.42055 0.00 -0.01 0.00 0.32
H -4.97383 -2.86004 1.15368 0.02 -0.01 0.00 0.22
H -5.42361 -1.87164 2.54954 -0.01 0.00 0.02 0.35
H -4.66450 -5.34600 3.47794 0.00 -0.01 0.01 0.45
H -2.22365 -5.38773 4.75659 -0.01 -0.01 -0.01 0.45
H -0.39312 -3.76177 5.05815 0.00 -0.01 -0.02 0.30
H -0.98929 -2.09037 5.15169 -0.02 0.01 0.02 0.36
H -0.17081 -2.63297 3.69038 -0.02 -0.02 0.00 0.24
```
Forces are in eV/Å.

Output
electronic energy = -9064.611347 a.u.
frontier orbital gap (alpha / beta) = 3.613 / 4.276 eV
HOMO energy (alpha / beta) = -11.57 / -11.57 eV
net charge = +2

***

2.
This record from OMol25 describes a structure of composition C34H28Cl2N2OPdS3Sb. The level of theory is ωB97M-V/def2-TZVPD.

```
72
Properties=species:S:1:pos:R:3:forces:R:3:mulliken_charge:R:1
Pd 0.06145 -0.18313 0.09521 0.13 -0.92 -0.25 1.25
C 4.35002 0.65201 1.46295 0.04 -0.04 -0.05 -1.63
C 3.05486 0.56927 0.71399 -0.15 0.07 -0.23 0.82
S 1.67394 0.15605 1.60655 -0.11 0.10 -0.24 -0.42
C 2.97998 0.78718 -0.65037 -0.14 -0.01 0.23 0.75
C 4.18644 1.08657 -1.48841 0.09 -0.06 0.03 -1.69
S 1.47007 0.72688 -1.43994 -0.09 -0.27 0.10 -0.30
H 4.19005 0.57414 2.53625 -0.01 0.00 0.01 0.48
H 4.85321 1.59733 1.25206 0.00 -0.02 0.00 0.38
H 5.01166 -0.16164 1.15734 0.03 -0.01 -0.01 0.24
H 4.51978 2.11476 -1.32825 0.00 -0.01 0.00 0.39
H 3.96595 0.96256 -2.54702 0.01 0.01 -0.02 0.46
H 5.01412 0.42602 -1.22391 0.01 0.00 -0.03 0.34
Cl -2.83903 -1.23944 3.94741 0.01 -0.01 0.06 -0.21
C -3.30872 -1.08867 2.29725 0.02 -0.04 -0.12 0.37
C -4.66985 -1.16094 1.95603 -0.01 0.01 0.00 -0.56
C -5.07519 -1.05773 0.65675 0.02 0.00 0.02 0.65
Cl -6.75853 -1.16699 0.26811 -0.03 0.00 0.00 -0.25
C -4.12826 -0.85273 -0.37511 0.00 0.00 -0.01 -0.02
C -4.44427 -0.73982 -1.74530 0.04 0.02 0.00 -0.81
C -3.44697 -0.53791 -2.65935 -0.05 -0.01 0.00 -1.18
C -2.12548 -0.41673 -2.20979 0.11 0.11 -0.02 -0.46
N -1.79897 -0.50759 -0.94138 0.11 0.17 0.05 0.72
C -2.76825 -0.75502 -0.00947 -0.11 -0.05 0.08 0.27
C -2.32828 -0.91884 1.33814 0.09 0.03 -0.11 -0.24
O -1.04227 -0.92285 1.61270 -0.07 0.06 0.11 -0.65
H -5.39803 -1.30663 2.74178 0.00 0.00 0.00 0.49
H -5.47647 -0.81645 -2.05776 0.00 -0.01 0.00 0.44
H -3.65948 -0.45553 -3.71533 0.00 0.01 0.00 0.49
H -1.31878 -0.22410 -2.90939 0.00 0.00 0.01 0.44
C -1.23633 -6.73171 -1.35678 0.00 0.01 0.00 -0.55
C -1.14839 -5.94029 -2.49323 0.01 0.00 0.01 -0.70
C -0.50627 -4.71163 -2.43470 -0.02 0.02 -0.04 -0.55
C 0.05653 -4.28483 -1.23550 -0.26 0.25 0.08 0.86
C -0.04554 -5.06835 -0.09124 -0.01 0.01 0.05 -0.58
C -0.68704 -6.29667 -0.15862 0.01 0.00 0.00 -0.66
Sb 1.06605 -2.42273 -1.22311 0.69 0.53 0.33 1.36
C 2.79257 -2.80498 -0.05553 -0.01 0.04 0.01 0.95
C 2.64673 -3.09782 1.29942 0.00 -0.02 0.02 -0.63
C 3.76274 -3.33564 2.08563 -0.02 0.00 -0.02 -0.84
C 5.03396 -3.26466 1.52797 0.00 0.01 -0.01 -0.52
C 5.18538 -2.94745 0.18712 0.01 0.00 0.00 -0.86
C 4.06674 -2.71316 -0.60555 -0.03 -0.01 -0.05 -0.48
C 1.86368 -2.49674 -3.18750 -0.25 0.05 -0.09 0.68
C 1.60683 -1.51056 -4.13320 0.05 0.01 0.01 -0.55
C 2.09884 -1.64057 -5.42569 0.01 -0.01 0.00 -0.71
C 2.84402 -2.75668 -5.77491 -0.01 0.00 0.00 -0.55
C 3.08679 -3.75255 -4.83808 0.01 0.00 0.01 -0.80
C 2.58887 -3.63076 -3.54943 -0.03 -0.04 0.05 -0.38
H -1.73576 -7.69017 -1.40443 0.00 0.00 0.00 0.40
H -1.57720 -6.27829 -3.42732 0.00 0.00 0.00 0.42
H -0.43107 -4.10494 -3.32991 0.00 -0.01 0.01 0.47
H 0.37710 -4.74293 0.85007 -0.01 0.01 0.00 0.29
H -0.75800 -6.91283 0.72785 0.00 0.00 0.00 0.43
H 1.66592 -3.11448 1.76206 0.01 0.01 0.00 0.31
H 3.64084 -3.57035 3.13486 0.00 0.00 0.00 0.45
H 5.90508 -3.45201 2.14197 0.00 0.00 0.00 0.41
H 6.17414 -2.88508 -0.24962 -0.01 0.01 0.00 0.42
H 4.20005 -2.47029 -1.65263 -0.01 0.01 -0.02 0.41
H 1.03687 -0.62875 -3.87157 0.01 0.00 0.02 0.16
H 1.89745 -0.86984 -6.15802 0.00 0.00 0.00 0.44
H 3.23071 -2.85637 -6.78040 0.00 0.00 0.00 0.41
H 3.65869 -4.62939 -5.11161 0.00 0.00 0.00 0.43
H 2.76429 -4.42502 -2.83258 0.02 0.00 0.00 0.47
S -1.48860 4.11576 2.26252 0.00 0.00 -0.02 -0.14
C -1.42833 4.43622 0.58407 -0.01 -0.01 0.02 -0.19
C -1.14926 3.29195 -0.09026 -0.01 0.03 0.05 -0.91
N -0.98237 2.18180 0.69483 -0.11 0.00 0.04 0.46
C -1.13467 2.47543 1.95262 -0.07 -0.01 -0.04 -0.42
H -1.59881 5.42236 0.18670 0.00 0.00 0.00 0.43
H -1.05500 3.20691 -1.16296 0.02 0.00 -0.01 0.38
H -1.05596 1.74244 2.74458 0.02 0.00 0.01 0.41
```
Forces are in eV/Å.

Output
electronic energy = -3980.044573 a.u.
frontier orbital gap = 4.963 eV
HOMO energy = -9.96 eV
net charge = +1

***

3.
This record from OMol25 describes a structure of composition C34H28CrN4OP2 at a distorted geometry. The level of theory is ωB97M-V/def2-TZVPD.

```
70
Properties=species:S:1:pos:R:3:forces:R:3:mulliken_charge:R:1
Cr 0.32070 -0.22350 0.09458 -0.41 0.32 -0.26 -0.92
C -0.10856 -2.99328 1.74909 0.20 0.11 -0.17 -1.18
P -1.21603 -1.83411 0.81984 -0.89 -1.40 0.46 1.24
C -2.02345 -2.76786 -0.51756 0.15 0.22 -0.15 0.25
C -2.58995 -1.98886 -1.53254 -0.04 -0.03 0.08 -0.35
C -3.13528 -2.58452 -2.65730 -0.01 -0.06 0.03 -0.70
C -3.10776 -3.96793 -2.78401 -0.03 0.08 -0.07 -0.53
C -2.56005 -4.74740 -1.77720 0.02 -0.08 0.05 -0.68
C -2.01772 -4.15276 -0.64589 -0.04 0.00 0.11 -0.39
C -2.55252 -1.51597 2.01683 0.03 0.24 0.04 0.48
C -3.89920 -1.67763 1.70798 0.10 -0.02 -0.02 -0.36
C -4.86531 -1.42893 2.67229 -0.06 0.00 0.03 -0.71
C -4.49656 -1.01657 3.94348 -0.02 -0.01 -0.06 -0.51
C -3.15406 -0.83941 4.25044 -0.03 0.01 0.08 -0.75
C -2.18538 -1.07849 3.29080 0.06 0.02 -0.07 -0.53
C 1.13169 -2.22501 2.12274 0.05 -0.14 0.16 0.09
C 2.15120 -2.51310 3.00088 -0.12 0.03 0.02 -1.01
C 3.12480 -1.49003 2.84623 0.00 0.10 -0.03 -0.86
C 2.65226 -0.63126 1.87952 0.16 -0.05 0.16 -0.20
C 3.27270 0.58375 1.23821 -0.17 -0.18 -0.13 -1.08
P 1.91814 1.44494 0.31429 1.28 1.10 0.27 1.24
C 1.56218 2.92803 1.30090 -0.25 -0.13 -0.05 -0.20
C 0.23252 3.23877 1.57625 0.14 -0.06 -0.02 -0.25
C -0.08236 4.38024 2.29904 -0.04 0.02 0.01 -0.78
C 0.93260 5.20747 2.75410 -0.05 0.02 0.02 -0.41
C 2.26002 4.90205 2.48274 0.06 0.00 -0.01 -0.86
C 2.57653 3.76873 1.75213 -0.03 0.01 -0.01 0.00
C 2.53326 2.09317 -1.26702 -0.16 -0.14 -0.12 0.87
C 3.20532 1.22863 -2.13293 0.05 0.04 0.14 -0.49
C 3.38638 1.57127 -3.46240 0.00 -0.04 -0.02 -0.82
C 2.88010 2.77067 -3.94265 -0.03 0.03 -0.05 -0.43
C 2.21436 3.63662 -3.08897 -0.01 0.02 -0.03 -0.75
C 2.03619 3.30119 -1.75624 0.12 -0.07 0.11 -0.50
N 1.42686 -1.07071 1.44033 0.35 -0.29 0.40 0.92
H 0.15267 -3.81589 1.07531 -0.05 0.01 0.01 0.51
H -0.61000 -3.41985 2.61732 -0.09 0.01 -0.03 0.47
H -2.59065 -0.90908 -1.43765 0.03 0.01 -0.06 0.58
H -3.56282 -1.97083 -3.43899 0.01 0.00 -0.01 0.47
H -3.51019 -4.42924 -3.67639 -0.01 -0.04 0.03 0.40
H -2.54863 -5.82598 -1.86608 0.00 0.01 -0.03 0.41
H -1.60100 -4.77338 0.13789 0.01 -0.01 -0.03 0.45
H -4.19524 -2.00464 0.72015 -0.02 -0.02 -0.01 0.32
H -5.91117 -1.56504 2.42873 0.01 0.01 -0.01 0.41
H -5.25539 -0.83115 4.69233 0.01 0.00 0.01 0.38
H -2.86785 -0.51636 5.24313 0.04 0.01 -0.02 0.42
H -1.13598 -0.92917 3.52575 -0.01 -0.02 0.05 0.35
H 2.19680 -3.35328 3.67654 0.01 -0.01 -0.02 0.50
H 4.05987 -1.40508 3.37807 0.00 0.01 -0.01 0.49
H 4.05177 0.29334 0.52778 0.01 0.07 0.00 0.48
H 3.71978 1.24498 1.97923 0.03 0.06 -0.05 0.48
H -0.54749 2.57955 1.21206 -0.07 0.06 0.02 0.36
H -1.11649 4.62474 2.50373 0.01 -0.01 0.00 0.42
H 0.68978 6.09714 3.32071 0.00 0.00 0.00 0.38
H 3.04823 5.55235 2.83927 0.00 0.00 -0.02 0.40
H 3.61048 3.54273 1.52019 0.01 0.02 0.02 0.44
H 3.57565 0.27793 -1.76543 -0.04 -0.05 -0.06 0.25
H 3.89017 0.88736 -4.13363 0.02 0.02 0.03 0.40
H 2.98349 3.02198 -4.99017 0.03 0.00 0.01 0.40
H 1.80085 4.56139 -3.46800 0.01 0.01 0.00 0.38
H 1.49900 3.97121 -1.09732 -0.05 0.00 -0.03 0.34
N 0.60470 -1.35117 -2.66406 -0.14 0.25 0.10 -0.48
C -0.11109 -0.16704 -2.68116 0.01 -0.11 -0.36 2.23
O -0.44836 0.38282 -1.57671 -0.11 -0.04 -0.58 -0.27
C -0.40692 0.40547 -3.91800 -0.01 0.07 0.23 0.45
C -0.12063 -0.28551 -5.11412 -0.02 -0.05 -0.33 -0.61
N 0.09681 -0.86891 -6.08707 0.08 -0.05 0.13 -0.58
C -0.96710 1.70288 -3.98551 -0.09 0.27 0.04 -0.13
N -1.40926 2.76626 -4.04810 0.02 -0.07 0.03 -0.69
H 0.68546 -1.83001 -3.55074 0.07 0.01 0.03 0.32
H 0.42715 -1.96871 -1.88701 -0.11 -0.08 0.01 0.05
```
Forces are in eV/Å.

Output
electronic energy = -3333.923892 a.u.
frontier orbital gap (alpha / beta) = 7.874 / 7.795 eV
HOMO energy (alpha / beta) = -7.79 / -7.78 eV
net charge = 0
⟨S²⟩ = 6.021
spin multiplicity = 5

***

Which formula does entry 1 have?
C34H28BrF6IN4O5OsS3Se

***

The lowest electronic energy belongs to which entry?
C34H28BrF6IN4O5OsS3Se